Arrangement i

The following is a DFT calculation (ωB97M-V/def2-TZVPD) of a cluster of 2 separate species, C4H10NO3 in total.

Element x y z (Å)
C -1.41 -0.67 0.06
C 0.32 0.62 -1.87
C 0.05 0.12 1.94
C -0.13 -0.80 0.74
N 1.14 0.63 -0.73
O 2.13 -0.28 -0.76
O 0.13 1.50 1.61
O 0.63 -1.81 0.52
H -1.40 -1.01 -0.92
H -1.70 0.39 -0.24
H -2.31 -1.10 0.66
H -0.09 -0.28 -2.34
H -0.75 1.07 -1.67
H 0.54 1.37 -2.66
H -0.73 0.04 2.78
H 1.04 -0.10 2.38
H 0.86 1.60 0.90
H 1.69 -1.27 -0.40

The value obtained for the orbital gap (alpha / beta) is 6.64 / 6.64 eV. Its total charge is -1.

In the Löwdin picture, each atom carries the following charge in e: atom 1 (C): -0.100, atom 2 (C): -0.249, atom 3 (C): -0.239, atom 4 (C): -0.478, atom 5 (N): -0.254, atom 6 (O): -0.234, atom 7 (O): -0.164, atom 8 (O): -0.108, atom 9 (H): 0.026, atom 10 (H): 0.077, atom 11 (H): 0.111, atom 12 (H): 0.060, atom 13 (H): 0.070, atom 14 (H): 0.049, atom 15 (H): 0.130, atom 16 (H): 0.108, atom 17 (H): 0.083, atom 18 (H): 0.113

=====

Arrangement ii

The following is a DFT calculation (ωB97M-V/def2-TZVPD) of a cluster of 2 separate species, C4H10NO3 in total.

Element x y z (Å)
C 0.16 -0.22 -2.13
N -0.45 -1.18 -1.18
C 1.41 -1.77 0.51
C -0.03 -1.34 0.23
C -0.06 0.09 0.98
O -0.45 0.05 2.17
O 0.50 1.04 0.40
H 1.17 0.11 -1.89
H -0.39 0.72 -2.09
H 0.04 -0.66 -3.11
H -0.28 -2.07 -1.64
H 2.10 -1.02 0.12
H 1.66 -1.83 1.58
H 1.68 -2.78 0.15
H -0.81 -2.01 0.63
H -1.55 2.36 0.37
H -0.65 2.56 -0.80
O -1.23 3.04 -0.21

The value obtained for the orbital gap is 8.00 eV. Its total charge is -1.

In the Löwdin picture, each atom carries the following charge in e: atom 1 (C): -0.145, atom 2 (N): -0.094, atom 3 (C): -0.089, atom 4 (C): -0.319, atom 5 (C): -0.702, atom 6 (O): -0.073, atom 7 (O): -0.070, atom 8 (H): 0.061, atom 9 (H): 0.048, atom 10 (H): 0.061, atom 11 (H): 0.074, atom 12 (H): 0.069, atom 13 (H): 0.076, atom 14 (H): 0.058, atom 15 (H): 0.122, atom 16 (H): 0.006, atom 17 (H): 0.000, atom 18 (O): -0.082

=====

Arrangement iii

The following is a DFT calculation (ωB97M-V/def2-TZVPD) of a cluster of 2 separate species, C4H10NO3 in total.

Element x y z (Å)
O 3.33 0.25 0.17
C 2.21 0.77 0.04
N 1.14 0.25 -0.54
C -0.14 0.88 -0.22
C -0.85 0.64 1.17
C -1.43 -0.76 1.31
O -1.60 -1.54 0.12
H 1.98 1.76 0.52
H -0.78 -1.48 -0.40
H -0.88 0.41 -0.87
H 0.05 1.94 -0.26
H -0.27 0.90 2.06
H -1.63 1.43 1.12
H -0.76 -1.30 2.00
H -2.46 -0.83 1.70
H 1.19 -1.10 -2.01
H 0.05 -0.85 -3.01
O 0.84 -1.38 -2.90

The value obtained for the orbital gap is 7.51 eV. Its total charge is -1.

In the Löwdin picture, each atom carries the following charge in e: atom 1 (O): -0.120, atom 2 (C): -0.536, atom 3 (N): -0.070, atom 4 (C): -0.289, atom 5 (C): -0.185, atom 6 (C): -0.276, atom 7 (O): -0.111, atom 8 (H): 0.096, atom 9 (H): 0.055, atom 10 (H): 0.085, atom 11 (H): 0.078, atom 12 (H): 0.094, atom 13 (H): 0.094, atom 14 (H): 0.106, atom 15 (H): 0.105, atom 16 (H): -0.004, atom 17 (H): 0.001, atom 18 (O): -0.123

=====

Preferred: arrangement ii; penalty for the next structure: 16.2 kcal/mol.

=====

Arrangement i

The following is a DFT calculation (ωB97M-V/def2-TZVPD) of the ion C5H10NO2 with charge -1.

Element x y z (Å)
C 0.25 -0.97 2.54
C -0.65 -0.80 1.50
O -1.49 -1.61 0.96
N -0.71 0.47 0.79
C 0.56 0.98 0.34
C 0.63 0.99 -1.19
C -0.02 -0.22 -1.90
O -1.43 -0.36 -1.69
H 0.24 -1.96 2.97
H 0.77 -0.13 2.95
H -1.32 0.33 -0.04
H 1.48 0.52 0.80
H 0.84 2.01 0.72
H 0.20 1.92 -1.59
H 1.65 1.20 -1.53
H 0.03 -0.02 -3.00
H 0.43 -1.21 -1.59
H -1.44 -1.14 -1.04

The SMILES is C=C([O-])NCCCO. The value obtained for the orbital gap is 6.37 eV. Its total charge is -1.

In the Löwdin picture, each atom carries the following charge in e: atom 1 (C): -0.067, atom 2 (C): -0.651, atom 3 (O): -0.167, atom 4 (N): -0.006, atom 5 (C): -0.287, atom 6 (C): -0.194, atom 7 (C): -0.252, atom 8 (O): -0.150, atom 9 (H): -0.004, atom 10 (H): -0.002, atom 11 (H): 0.075, atom 12 (H): 0.097, atom 13 (H): 0.097, atom 14 (H): 0.096, atom 15 (H): 0.097, atom 16 (H): 0.103, atom 17 (H): 0.134, atom 18 (H): 0.082

=====

Arrangement ii

The following is a DFT calculation (ωB97M-V/def2-TZVPD) of a cluster of 2 separate species, C5H10NO2 in total.

Element x y z (Å)
N 0.92 1.08 2.70
C 0.81 1.26 1.28
O -0.05 2.09 0.90
O 1.56 0.54 0.58
H 1.80 0.68 2.97
H 0.57 1.86 3.22
C -0.95 -2.32 -2.22
C -0.85 -1.18 -1.23
C -1.16 -1.35 0.05
C -0.29 0.11 -1.79
H -1.30 -1.97 -3.19
H -1.63 -3.05 -1.78
H 0.03 -2.77 -2.39
H -0.88 -0.55 0.72
H -1.60 -2.29 0.36
H -0.24 0.91 -1.05
H -0.83 0.47 -2.67
H 0.78 0.00 -2.01

The value obtained for the orbital gap is 7.97 eV. Its total charge is -1.

In the Löwdin picture, each atom carries the following charge in e: atom 1 (N): 0.075, atom 2 (C): -0.883, atom 3 (O): -0.101, atom 4 (O): -0.099, atom 5 (H): 0.046, atom 6 (H): 0.048, atom 7 (C): -0.100, atom 8 (C): -0.416, atom 9 (C): 0.042, atom 10 (C): -0.087, atom 11 (H): 0.061, atom 12 (H): 0.060, atom 13 (H): 0.073, atom 14 (H): 0.047, atom 15 (H): 0.047, atom 16 (H): 0.042, atom 17 (H): 0.066, atom 18 (H): 0.077

=====

Preferred: arrangement ii; penalty for the next structure: 46.3 kcal/mol.

=====

Arrangement i

The following is a DFT calculation (ωB97M-V/def2-TZVPD) of a cluster of 2 separate species, C2H7NO in total.

Element x y z (Å)
C -0.90 1.02 0.95
C -1.15 1.13 -0.37
O -0.62 0.35 -1.34
H -1.64 1.51 1.57
H -0.06 0.43 1.28
H -1.77 1.94 -0.74
H -0.24 -0.42 -0.88
N 1.37 -1.41 -0.19
H 2.01 -0.62 -0.19
H 1.65 -2.14 -0.82
H 1.37 -1.80 0.74

The SMILES is C=CO.N. The value obtained for the orbital gap is 9.33 eV.

In the Löwdin picture, each atom carries the following charge in e: atom 1 (C): -0.014, atom 2 (C): -0.290, atom 3 (O): -0.030, atom 4 (H): 0.039, atom 5 (H): 0.028, atom 6 (H): 0.101, atom 7 (H): 0.035, atom 8 (N): 0.033, atom 9 (H): 0.040, atom 10 (H): 0.030, atom 11 (H): 0.028

=====

Arrangement ii

The following is a DFT calculation (ωB97M-V/def2-TZVPD) of a cluster of 2 separate species, C2H7NO in total.

Element x y z (Å)
N -1.89 -1.14 0.92
C -1.76 -0.18 -0.03
O -0.93 -0.20 -0.90
H -2.68 -1.20 1.54
H -1.17 -1.84 1.05
H -2.47 0.65 0.10
C 2.21 0.77 -0.55
H 1.74 1.67 -0.16
H 2.64 1.02 -1.51
H 2.90 0.39 0.18
H 1.40 0.05 -0.65

The SMILES is NC=O.C. The value obtained for the orbital gap is 11.14 eV.

In the Löwdin picture, each atom carries the following charge in e: atom 1 (N): 0.114, atom 2 (C): -0.421, atom 3 (O): 0.008, atom 4 (H): 0.092, atom 5 (H): 0.101, atom 6 (H): 0.125, atom 7 (C): -0.046, atom 8 (H): 0.015, atom 9 (H): 0.016, atom 10 (H): 0.010, atom 11 (H): -0.014

=====

Arrangement iii

The following is a DFT calculation (ωB97M-V/def2-TZVPD) of a cluster of 2 separate species, C2H7NO in total.

Element x y z (Å)
C 1.02 0.04 1.27
C 1.35 0.41 0.03
N 0.56 0.19 -1.15
H 0.03 -0.36 1.49
H 1.70 0.27 2.10
H 2.35 0.84 -0.09
H -0.37 0.56 -1.09
H 0.60 -0.81 -1.27
O -2.64 -0.07 -0.44
H -1.68 -0.10 -0.51
H -2.90 -0.98 -0.33

The SMILES is C=CN.O. The value obtained for the orbital gap is 10.84 eV.

In the Löwdin picture, each atom carries the following charge in e: atom 1 (C): -0.005, atom 2 (C): -0.280, atom 3 (N): 0.010, atom 4 (H): 0.053, atom 5 (H): 0.054, atom 6 (H): 0.088, atom 7 (H): 0.035, atom 8 (H): 0.080, atom 9 (O): -0.050, atom 10 (H): -0.021, atom 11 (H): 0.035

=====

Arrangement iv

The following is a DFT calculation (ωB97M-V/def2-TZVPD) of a cluster of 2 separate species, C2H7NO in total.

Element x y z (Å)
C -0.92 -1.49 -1.58
C -0.38 -1.24 -0.20
O -0.80 -1.82 0.76
H -0.40 -0.89 -2.34
H -1.96 -1.18 -1.60
H -0.80 -2.55 -1.81
H 0.45 -0.51 -0.05
N 1.16 2.31 1.97
H 1.73 3.15 2.02
H 0.31 2.57 1.48
H 1.62 1.65 1.33

The SMILES is CC=O.N. The value obtained for the orbital gap is 10.83 eV.

In the Löwdin picture, each atom carries the following charge in e: atom 1 (C): -0.055, atom 2 (C): -0.322, atom 3 (O): 0.039, atom 4 (H): 0.069, atom 5 (H): 0.082, atom 6 (H): 0.083, atom 7 (H): 0.105, atom 8 (N): -0.002, atom 9 (H): 0.002, atom 10 (H): 0.000, atom 11 (H): -0.001

=====

Preferred: arrangement ii; penalty for the next structure: 14.5 kcal/mol.